Model one:
A single C3H2N4O molecule. Source: OMol25; level of theory: wB97M-V/def2-TZVPD.

Element x y z (Å)
O: -1.11034 -1.50630 0.04664
N: 2.14367 -0.27172 -0.13099
N: 1.31647 -1.46546 -0.03152
N: 0.02001 0.27460 -0.19895
N: -1.98527 -0.37801 -0.10752
C: 1.17204 0.67511 -0.04660
C: -1.33131 0.62067 -0.10055
C: 0.12277 -1.10207 -0.14542
H: 1.52822 1.60819 0.61844
H: -1.87627 1.54500 0.09648

Values from the calculation:
frontier orbital gap: 10.10 eV
SMILES: c1nnc2oncn12
LUMO level: 0.41 eV
highest occupied orbital energy: -9.7 eV

=====

Model two:
A single C3H2N4O molecule. Source: OMol25; level of theory: wB97M-V/def2-TZVPD.

Element x y z (Å)
O: 0.26699 1.18888 2.21942
N: 0.90940 -0.41318 -0.83065
N: -0.91923 1.32199 1.50566
N: 1.20020 0.75960 1.54906
N: -1.36128 0.05428 -0.77932
C: 0.69495 0.15568 0.43141
C: -0.46191 -0.67976 -1.34696
C: -0.76724 0.69766 0.32132
H: -0.97448 -1.51839 -2.08995
H: 1.41261 -1.56675 -0.97999

Values from the calculation:
frontier orbital gap: 10.00 eV
SMILES: c1nc2nonc2[nH]1
LUMO level: 0.02 eV
highest occupied orbital energy: -10.0 eV

=====

Model three:
A single C3H2N4O molecule. Source: OMol25; level of theory: wB97M-V/def2-TZVPD.

Element x y z (Å)
O: -1.34739 0.77624 2.00896
N: 1.15013 -0.86457 -0.57511
N: -0.11291 -1.56296 -0.52586
N: 0.59511 1.57712 -0.79177
N: -0.44715 1.56855 -0.04189
C: -0.96991 -1.04929 0.30233
C: 1.38656 0.32208 -0.61188
C: -0.68996 0.41025 0.90066
H: 2.36989 0.30933 -1.13028
H: -1.93437 -1.48675 0.46484

Values from the calculation:
frontier orbital gap: 8.26 eV
SMILES: O=c1cnncnn1
LUMO level: -1.92 eV
highest occupied orbital energy: -10.2 eV

=====

Model four:
A single C3H2N4O molecule. Source: OMol25; level of theory: wB97M-V/def2-TZVPD.

Element x y z (Å)
O: 2.08773 0.46325 -0.00690
N: -0.40417 -0.16630 -1.70660
N: 0.59998 -0.77842 -1.15704
N: -1.25755 0.58292 0.43188
N: -0.94991 -0.41537 1.38556
C: 1.08331 -0.14828 0.05182
C: -1.04215 0.72448 -0.88502
C: 0.33489 -0.74574 1.26715
H: -1.25849 1.67344 -1.55971
H: 0.80635 -1.18998 2.17885

Values from the calculation:
frontier orbital gap: 8.77 eV
SMILES: O=c1cnncnn1
LUMO level: -1.39 eV
highest occupied orbital energy: -10.2 eV

=====

The data favor model one; the next most stable structure lies 1.8 kcal/mol above it.

=====

Model one:
A single C3H7ClN2O molecule. Source: OMol25; level of theory: wB97M-V/def2-TZVPD.

Element x y z (Å)
Cl: 3.11507 -0.18781 1.19382
O: -2.40459 1.42773 -0.10963
N: -1.22019 1.51734 -0.13508
N: -0.53435 0.41844 -0.33327
C: 0.89716 0.46303 -0.21177
C: -1.28760 -0.81868 -0.74240
C: 1.37610 -0.16751 1.08881
H: 1.13199 1.56385 -0.29896
H: 1.06844 0.26298 1.78928
H: -1.67134 -0.56735 -1.75143
H: 0.88232 -1.21658 1.32579
H: 1.26378 0.00141 -0.90768
H: -2.06753 -1.23785 0.10761
H: -0.54926 -1.45901 -1.01509

Values from the calculation:
frontier orbital gap: 9.85 eV
SMILES: CN(CCCl)N=O
LUMO level: 0.72 eV
highest occupied orbital energy: -9.1 eV

=====

Model two:
A single C3H7ClN2O molecule. Source: OMol25; level of theory: wB97M-V/def2-TZVPD.

Element x y z (Å)
Cl: 0.06936 -1.54685 -1.94403
O: -0.05398 1.99408 0.70362
N: 1.83253 -0.90085 0.48553
N: 1.17750 1.33015 0.40442
C: -1.43062 -0.75304 0.08601
C: -0.25337 -0.31682 -0.75614
C: 0.99726 -0.03897 0.07347
H: 1.72555 1.36681 1.22250
H: -0.43032 0.62570 -1.30171
H: 1.58582 -1.82912 0.22531
H: -1.25549 -1.72488 0.54366
H: -2.27871 -0.82356 -0.56943
H: -1.66072 -0.00544 0.86324
H: -0.02483 2.62279 -0.03645

Values from the calculation:
frontier orbital gap: 10.47 eV
SMILES: [H]/N=C(/NO)[C@H](C)Cl
LUMO level: 0.65 eV
highest occupied orbital energy: -9.8 eV

=====

The data favor model two; the next most stable structure lies 75.0 kcal/mol above it.

=====

Model one:
A single CH2N2O2S molecule. Source: OMol25; level of theory: wB97M-V/def2-TZVPD.

Element x y z (Å)
S: -2.72294 0.47426 -0.26717
O: -3.75391 -0.31187 0.29684
O: 0.32896 2.29590 0.29949
N: -0.01049 0.04388 -0.12456
N: -1.24311 -0.18670 0.14590
C: 0.69384 1.22066 -0.08631
H: -1.20997 -1.20593 0.53988
H: 1.71575 1.11561 -0.45474

Values from the calculation:
frontier orbital gap (alpha / beta): 7.69 / 7.95 eV
LUMO level (alpha / beta): -1.45 / -1.35 eV
highest occupied orbital energy (alpha / beta): -9.1 / -9.3 eV

=====

Model two:
2 unconnected molecules or ions with the total composition CH2N2O2S. Source: OMol25; level of theory: wB97M-V/def2-TZVPD.

Element x y z (Å)
S: -1.34429 0.67219 1.19344
O: -0.53189 1.82646 1.46894
O: -1.80374 -0.10643 2.25922
N: 1.23555 -0.64682 -1.78358
N: -1.34363 0.03203 -0.16574
C: 2.16201 -1.04287 -1.30501
H: -1.32299 0.75694 -0.86753
H: 2.94899 -1.49151 -0.79972

Values from the calculation:
frontier orbital gap: 10.40 eV
SMILES: N=S(=O)=O.C#N
LUMO level: -0.83 eV
highest occupied orbital energy: -11.2 eV

=====

The data favor model two; the next most stable structure lies 15.4 kcal/mol above it.

=====

Model one:
A molecular structure, CH2N2O2S. Source: OMol25; level of theory: wB97M-V/def2-TZVPD.

Element x y z (Å)
S: -2.02678 0.21411 -0.14939
O: -1.09143 1.27028 0.23257
O: -2.29397 0.03709 -1.53661
N: -0.38691 -1.40544 0.08329
N: 0.57662 -0.82004 0.10251
C: 1.51049 0.00783 0.37026
H: 2.49519 -0.32457 0.82436
H: 1.21679 1.02074 0.07302

Values from the calculation:
frontier orbital gap: 7.93 eV
LUMO level: -1.20 eV
highest occupied orbital energy: -9.1 eV

=====

Model two:
A single CH2N2O2S molecule. Source: OMol25; level of theory: wB97M-V/def2-TZVPD.

Element x y z (Å)
S: 1.46596 0.26500 0.09000
O: 0.18008 -1.93798 -1.02533
O: 0.62154 1.46174 0.38637
N: -1.18511 0.78144 0.34933
N: -1.16314 -0.56693 0.29865
C: -0.18701 -1.10573 -0.29745
H: 1.49078 0.04861 -1.16525
H: -1.22309 1.05385 1.36369

Values from the calculation:
frontier orbital gap (alpha / beta): 8.88 / 8.88 eV
LUMO level (alpha / beta): -0.69 / -0.69 eV
highest occupied orbital energy (alpha / beta): -9.6 / -9.6 eV

=====

The data favor model one; the next most stable structure lies 38.7 kcal/mol above it.

=====

Model one:
A single C3H6N2S2 molecule. Source: OMol25; level of theory: wB97M-V/def2-TZVPD.

Element x y z (Å)
S: -1.37833 1.41201 0.34695
S: -2.89881 0.12823 -0.20106
N: 1.12870 0.59314 -0.68667
N: 2.28428 1.07644 -0.17096
C: -0.70153 -1.40375 0.15403
C: 0.10998 0.52425 0.18055
C: -1.98775 -1.42546 0.01537
H: 0.36670 0.44721 1.21385
H: -2.62163 -2.27693 -0.08087
H: 2.80344 0.48573 0.43829
H: 1.06190 0.88802 -1.64096
H: -0.20874 -2.38717 0.07662
H: 2.04178 1.93828 0.35487

Values from the calculation:
frontier orbital gap: 8.32 eV
LUMO level: 0.36 eV
highest occupied orbital energy: -8.0 eV

=====

Model two:
2 unconnected molecules or ions with the total composition C3H6N2S2. Source: OMol25; level of theory: wB97M-V/def2-TZVPD.

Element x y z (Å)
S: 0.40198 2.59160 -0.87175
S: 1.29077 -0.69486 -0.31537
N: -0.39472 1.12149 -1.12955
N: 0.02452 -0.09061 -1.00912
C: 2.63954 0.52950 0.07265
C: -3.06438 -1.35866 1.58417
C: -2.76765 -1.89144 0.55267
H: -3.42092 -0.90642 2.43863
H: -2.40263 -2.53959 -0.20244
H: 3.64084 0.03315 0.60212
H: 2.99931 0.95358 -0.83588
H: 2.33352 1.21517 0.80051
H: -1.28018 1.03709 -1.68666

Values from the calculation:
frontier orbital gap (alpha / beta): 7.57 / 7.58 eV
LUMO level (alpha / beta): -0.41 / -0.41 eV
highest occupied orbital energy (alpha / beta): -8.0 / -8.0 eV

=====

The data favor model one; the next most stable structure lies 25.7 kcal/mol above it.

=====

Model one:
A single C3H6N2S2 molecule. Source: OMol25; level of theory: wB97M-V/def2-TZVPD.

Element x y z (Å)
S: 0.64469 -2.04794 -1.07556
S: -1.72797 -1.96198 0.66091
N: -1.44854 0.82828 -1.18967
N: 0.27246 1.07938 0.34738
C: -0.53612 0.31392 -0.27061
C: -0.59125 -1.18563 -0.18703
C: 1.27601 0.53002 1.22791
H: -2.31837 0.36946 -1.23765
H: -1.53695 1.82166 -1.10648
H: 2.28911 0.62639 0.75689
H: 1.31487 1.10874 2.13265
H: 1.09282 -0.51363 1.51201
H: 1.26924 -0.96866 -1.57075

Values from the calculation:
frontier orbital gap: 8.42 eV
SMILES: C/N=C(/N)C(=S)S
LUMO level: -0.59 eV
highest occupied orbital energy: -9.0 eV

=====

Model two:
A single C3H6N2S2 molecule. Source: OMol25; level of theory: wB97M-V/def2-TZVPD.

Element x y z (Å)
S: -0.84695 -1.49781 -0.28545
S: -0.15308 0.95617 -1.71558
N: -1.07836 1.63647 -0.47972
N: -1.29084 -0.28124 0.85572
C: 1.57884 -0.31113 0.01925
C: 0.52499 -0.58508 -0.98364
C: -1.50021 1.03502 0.53857
H: -1.97011 1.60488 1.35046
H: 1.23695 0.33260 0.79611
H: 0.81551 -1.24032 -1.83669
H: -1.69985 -0.58300 1.73937
H: 2.43047 0.13587 -0.47512
H: 1.95264 -1.20244 0.47672

Values from the calculation:
frontier orbital gap: 8.32 eV
SMILES: C[C@@H]1SN=CNS1
LUMO level: 0.60 eV
highest occupied orbital energy: -7.7 eV

=====

The data favor model one; the next most stable structure lies 8.3 kcal/mol above it.